A molecular structure, C49H95InN3O12S2 at a distorted geometry. Source: the OMol25 dataset; level of theory: the ωB97M-V functional and the def2-TZVPD basis.

```
162
Properties=species:S:1:pos:R:3:lowdin_charge:R:1
N -5.498 -4.135 4.578 -0.067
C -6.387 -4.806 3.531 -0.268
C -6.636 -3.862 2.209 -0.205
C -6.088 -4.494 0.797 -0.230
C -5.053 -3.422 0.072 -0.319
C -4.904 -3.791 -1.552 -0.315
In -3.574 -5.638 -1.689 0.587
C -1.473 -5.201 -2.473 -0.338
C -1.338 -3.778 -3.278 -0.301
C -1.325 -2.586 -2.106 -0.200
C -1.350 -1.160 -2.914 -0.263
N -2.654 -0.973 -3.697 -0.036
C -4.418 -7.311 -2.961 -0.336
C -4.151 -8.825 -2.390 -0.361
C -2.712 -8.996 -1.582 -0.504
S -3.133 -9.106 0.240 0.746
C -1.630 -8.697 1.323 -0.948
S -0.151 -9.390 0.853 0.584
N -1.877 -7.819 2.530 -0.175
C -1.284 -8.383 3.802 -0.160
C 0.300 -8.111 4.163 0.001
C 0.870 -8.762 5.569 -0.068
C -0.161 -9.638 6.512 -0.096
C -1.744 -9.955 6.143 -0.083
C -2.314 -9.304 4.744 0.005
C -1.503 -6.372 2.295 -0.165
C -2.305 -5.216 3.198 0.019
C -1.957 -3.597 3.068 -0.076
C -0.812 -3.011 2.020 -0.073
C -0.012 -4.177 1.131 -0.061
C -0.354 -5.808 1.271 -0.015
H -6.068 -3.702 5.347 0.061
H -4.917 -3.382 4.149 0.035
H -7.432 -4.997 4.067 0.111
H -5.948 -5.828 3.162 0.102
H -6.094 -2.831 2.370 0.097
H -7.809 -3.746 2.092 0.104
H -6.957 -4.738 0.049 0.101
H -5.542 -5.527 1.024 0.089
H -3.983 -3.657 0.540 0.075
H -5.321 -2.298 0.261 0.092
H -6.013 -4.022 -1.924 0.036
H -4.451 -2.850 -2.080 0.001
H -3.348 -6.232 0.014 -0.054
H -1.216 -6.064 -3.249 0.035
H -0.713 -5.333 -1.578 0.016
H -2.264 -3.698 -3.996 0.089
H -0.338 -3.816 -3.890 0.102
H -2.232 -2.765 -1.384 0.096
H -0.316 -2.780 -1.499 0.102
H -1.167 -0.312 -2.111 0.094
H -0.470 -1.216 -3.715 0.108
H -3.148 -0.201 -3.168 0.071
H -3.281 -1.801 -3.595 0.044
H -3.898 -7.255 -4.023 0.039
H -5.589 -7.160 -3.012 0.033
H -5.013 -9.063 -1.615 0.080
H -4.265 -9.652 -3.243 0.102
H -1.924 -8.170 -1.840 0.076
H -2.252 -10.026 -1.971 0.085
H 0.917 -7.469 3.404 0.088
H 1.999 -8.536 5.832 0.080
H 0.257 -10.079 7.537 0.074
H -2.441 -10.593 6.862 0.082
H -3.448 -9.484 4.428 0.099
H -3.112 -5.564 3.972 0.079
H -2.559 -2.855 3.770 0.069
H -0.539 -1.857 1.926 0.078
H 0.824 -3.755 0.401 0.078
H 0.285 -6.543 0.622 0.063
C -3.812 4.368 2.386 -0.113
O -3.300 4.682 1.103 -0.202
C -2.336 5.733 1.108 -0.182
C -1.070 5.359 0.326 -0.170
O -0.284 4.297 0.866 -0.149
C -0.869 2.989 0.888 -0.158
C -1.155 2.356 -0.483 -0.184
O -2.182 3.060 -1.179 -0.204
C -1.857 3.357 -2.530 -0.105
H -4.655 5.024 2.617 0.085
H -4.165 3.336 2.366 0.090
H -3.046 4.448 3.164 0.086
H -2.058 6.017 2.131 0.119
H -2.802 6.602 0.636 0.123
H -0.416 6.238 0.331 0.126
H -1.292 5.175 -0.724 0.105
H -1.751 2.977 1.525 0.105
H -0.135 2.349 1.392 0.125
H -1.518 1.335 -0.331 0.117
H -0.228 2.304 -1.068 0.120
H -0.796 3.591 -2.657 0.086
H -2.435 4.235 -2.832 0.088
H -2.132 2.507 -3.167 0.083
C -0.074 0.431 -10.395 -0.118
O -0.711 -0.784 -10.045 -0.204
C 0.183 -1.889 -9.921 -0.185
C -0.032 -2.662 -8.613 -0.174
O 0.271 -1.961 -7.407 -0.124
C -0.546 -0.830 -7.079 -0.164
C -2.022 -1.132 -6.775 -0.193
O -2.711 -1.589 -7.937 -0.212
C -3.493 -2.755 -7.718 -0.107
H 0.022 0.498 -11.481 0.082
H -0.700 1.254 -10.045 0.087
H 0.909 0.530 -9.921 0.086
H 1.229 -1.567 -9.983 0.118
H -0.011 -2.558 -10.765 0.121
H 0.648 -3.521 -8.630 0.126
H -1.032 -3.091 -8.565 0.105
H -0.444 -0.055 -7.834 0.099
H -0.109 -0.409 -6.165 0.118
H -2.513 -0.207 -6.459 0.116
H -2.091 -1.853 -5.951 0.091
H -3.018 -3.441 -7.009 0.086
H -3.599 -3.277 -8.673 0.084
H -4.485 -2.466 -7.352 0.088
C 2.766 4.433 2.459 -0.107
O 3.706 3.893 1.546 -0.200
C 3.235 3.835 0.201 -0.176
C 4.246 4.427 -0.790 -0.170
O 4.498 5.828 -0.675 -0.121
C 5.138 6.286 0.522 -0.170
C 6.579 5.799 0.744 -0.180
O 6.624 4.393 0.978 -0.203
C 7.606 3.715 0.206 -0.110
H 2.103 3.642 2.816 0.086
H 3.316 4.842 3.308 0.082
H 2.181 5.245 2.013 0.084
H 2.275 4.352 0.090 0.111
H 3.077 2.780 -0.041 0.126
H 3.833 4.286 -1.795 0.127
H 5.181 3.869 -0.786 0.102
H 4.512 6.088 1.388 0.102
H 5.178 7.378 0.432 0.124
H 6.980 6.283 1.640 0.098
H 7.204 6.090 -0.109 0.123
H 7.713 4.147 -0.794 0.085
H 7.288 2.675 0.092 0.090
H 8.568 3.744 0.731 0.086
C 7.774 11.788 6.703 -0.115
O 7.400 10.422 6.674 -0.205
C 6.127 10.160 7.262 -0.182
C 5.239 9.299 6.354 -0.173
O 4.826 9.895 5.124 -0.122
C 5.844 10.178 4.156 -0.165
C 6.565 8.959 3.561 -0.182
O 7.356 8.290 4.542 -0.203
C 7.171 6.882 4.564 -0.106
H 8.262 12.016 7.654 0.085
H 8.484 11.962 5.892 0.087
H 6.916 12.451 6.550 0.087
H 5.601 11.090 7.508 0.120
H 6.308 9.621 8.197 0.123
H 4.313 9.098 6.906 0.127
H 5.682 8.321 6.176 0.104
H 6.549 10.908 4.546 0.102
H 5.327 10.682 3.329 0.127
H 7.251 9.301 2.780 0.125
H 5.833 8.284 3.099 0.112
H 6.135 6.599 4.354 0.086
H 7.422 6.523 5.566 0.090
H 7.843 6.414 3.834 0.082
```

The HOMO energy is -4.643 eV. Its charge is -1. Its orbital gap is 6.163 eV. The calculation puts the total energy at -3976.528841 Eh.

=====

C4Br2F4S in the gas phase at a distorted geometry. Source: the OMol25 dataset; level of theory: the ωB97M-V functional and the def2-TZVPD basis.

```
11
Properties=species:S:1:pos:R:3:lowdin_charge:R:1
C 0.143 0.602 0.914 -0.352
C -0.700 0.967 -0.018 -0.027
C 0.981 -0.671 0.742 -1.046
C -0.065 -0.496 -1.804 -1.041
F 0.165 1.068 2.179 0.040
F -1.476 1.991 -0.301 0.103
F 0.294 -1.768 1.246 -0.057
F -0.952 -1.525 -1.695 -0.060
S 1.468 -0.837 -1.057 0.876
Br 2.587 -0.529 1.756 0.825
Br 0.046 0.415 -3.487 0.738
```

The HOMO energy is -9.529 eV. Its orbital gap is 8.346 eV. The calculation puts the total energy at -6097.931881 Eh.

=====

C4Cl2 in the gas phase at a distorted geometry. Source: the OMol25 dataset; level of theory: the ωB97M-V functional and the def2-TZVPD basis.

```
6
Properties=species:S:1:pos:R:3:lowdin_charge:R:1
Cl -0.459 2.157 -2.038 0.732
C -0.005 0.963 -1.024 -0.611
C 0.783 0.145 -0.577 -0.121
C 0.492 -0.716 0.470 -0.121
C -0.570 -0.708 1.070 -0.609
Cl -1.608 -1.226 2.218 0.731
```

The HOMO energy is -9.015 eV. The SMILES is ClC#CC#CCl. Its orbital gap is 8.527 eV. The calculation puts the total energy at -1072.570803 Eh. The energy relative to the best compared isomer or geometry (same formula, charge and spin) comes out at 49.61 kcal/mol.

=====

A molecular structure, C4Cl2LaO4Ti at a distorted geometry. Source: the OMol25 dataset; level of theory: the ωB97M-V functional and the def2-TZVPD basis.

```
12
Properties=species:S:1:pos:R:3:lowdin_charge:R:1
Ti -1.372 -0.102 -1.505 0.870
La 0.957 -0.577 0.487 2.019
Cl -1.535 -1.923 0.053 0.379
Cl -1.070 1.691 -0.121 0.429
C 1.199 1.233 2.189 -0.110
C 0.261 -0.980 -1.964 -0.495
C 0.116 0.381 -2.620 -0.198
O 1.275 2.238 2.779 0.276
O 1.047 -1.970 -2.015 0.246
O 0.907 0.910 -3.365 0.453
O -1.158 -0.378 3.561 0.263
C -0.626 -0.524 2.521 -0.133
```

The HOMO energy (alpha / beta) is -28.439 / -28.606 eV. Its multiplicity is 2. Its charge is +4. Its orbital gap (alpha / beta) is 7.233 / 6.554 eV. The calculation puts the total energy at -2252.757341 Eh. The energy relative to the best compared isomer or geometry (same formula, charge and spin) comes out at 51.63 kcal/mol.

=====

2 unconnected molecules or ions with the total composition C4ClF3NO2 at a distorted geometry. Source: the OMol25 dataset; level of theory: the ωB97M-V functional and the def2-TZVPD basis.

```
11
Properties=species:S:1:pos:R:3:lowdin_charge:R:1
C -0.292 1.421 0.942 -0.348
C -1.699 0.137 -0.702 -0.810
C -0.297 0.908 -0.343 -0.586
C 1.714 -1.200 0.137 -0.344
N -0.260 1.780 2.038 0.152
O -1.862 -0.473 -1.746 -0.029
O -2.447 0.455 0.158 0.027
F 2.663 -0.915 -0.717 0.115
F 1.625 -2.583 0.207 0.059
F 2.094 -0.653 1.314 0.082
Cl 0.532 1.758 -1.563 0.682
```

The HOMO energy (alpha / beta) is -4.836 / -5.416 eV. Its charge is -1. Its orbital gap (alpha / beta) is 6.838 / 7.901 eV. The calculation puts the total energy at -1117.410305 Eh. The energy relative to the best compared isomer or geometry (same formula, charge and spin) comes out at 71.91 kcal/mol.

=====

3 unconnected molecules or ions with the total composition C4H10 at a distorted geometry. Source: the OMol25 dataset; level of theory: the ωB97M-V functional and the def2-TZVPD basis.

```
14
Properties=species:S:1:pos:R:3:lowdin_charge:R:1
C 0.214 -1.455 -0.689 -0.081
C 1.095 -0.518 -0.252 -0.369
C 1.094 0.042 1.122 -0.044
C -1.537 1.331 -0.404 -0.052
H 0.145 -1.528 -1.762 0.054
H -0.036 -2.212 0.048 0.057
H 1.667 -0.020 -1.031 0.093
H -0.939 0.505 -0.765 -0.037
H 1.854 0.601 1.665 0.053
H 1.495 -1.455 1.325 0.213
H 0.113 -0.100 1.549 0.039
H -0.841 2.168 -0.284 0.028
H -1.963 1.047 0.555 0.020
H -2.360 1.596 -1.079 0.025
```

The HOMO energy is -8.338 eV. Its orbital gap is 9.122 eV. The calculation puts the total energy at -158.246958 Eh. The energy relative to the best compared isomer or geometry (same formula, charge and spin) comes out at 97.84 kcal/mol.

=====

A molecular structure, C4H10AgF2O6 at a distorted geometry. Source: the OMol25 dataset; level of theory: the ωB97M-V functional and the def2-TZVPD basis.

```
23
Properties=species:S:1:pos:R:3:lowdin_charge:R:1
Ag 8.305 9.851 -24.961 1.143
F 8.069 10.300 -22.760 -0.546
F 6.863 11.579 -25.382 -0.352
C 9.304 9.634 -29.230 -0.032
C 8.094 9.765 -28.248 -0.733
O 8.099 9.051 -27.176 -0.158
O 7.156 10.469 -28.576 -0.001
H 10.079 8.937 -28.912 0.049
H 9.793 10.605 -29.320 0.063
H 8.919 9.195 -30.150 0.058
C 12.261 11.462 -25.704 -0.008
C 10.865 10.979 -25.348 -0.714
O 9.872 11.516 -25.867 0.035
O 10.738 10.018 -24.546 -0.073
H 12.390 12.542 -25.634 0.071
H 12.362 11.361 -26.784 0.075
H 13.066 11.016 -25.119 0.076
O 6.441 8.341 -24.791 -0.082
H 6.302 7.465 -24.430 0.045
H 5.755 8.440 -25.451 0.054
O 9.064 7.624 -24.397 -0.077
H 9.547 7.124 -25.056 0.053
H 9.208 7.146 -23.580 0.055
```

The HOMO energy (alpha / beta) is -5.383 / -5.316 eV. Its multiplicity is 3. Its charge is -1. Its orbital gap (alpha / beta) is 8.143 / 5.280 eV. The calculation puts the total energy at -956.472554 Eh.

=====

A molecular structure, C4H10AgO3 at a distorted geometry. Source: the OMol25 dataset; level of theory: the ωB97M-V functional and the def2-TZVPD basis.

```
18
Properties=species:S:1:pos:R:3:lowdin_charge:R:1
O -0.497 1.349 -0.906 -0.236
C -1.739 1.560 -0.333 -0.233
C -2.166 0.505 0.680 -0.183
O -2.565 -0.734 0.134 -0.138
C -1.537 -1.564 -0.339 -0.080
H -2.521 1.604 -1.118 0.147
H -1.774 2.533 0.197 0.157
H -3.038 0.880 1.235 0.151
H -1.344 0.348 1.407 0.137
H -1.494 -2.521 0.203 0.107
H -1.660 -1.770 -1.417 0.109
H -0.555 -1.039 -0.190 0.062
O 2.704 -0.375 -0.272 -0.175
C 3.941 -0.454 0.262 -0.152
Ag 1.278 1.064 -0.519 0.952
H 4.119 0.260 1.081 0.106
H 4.225 -1.497 0.477 0.115
H 4.625 -0.150 -0.581 0.154
```

The HOMO energy (alpha / beta) is -13.904 / -13.729 eV. Its multiplicity is 3. Its charge is +1. Its orbital gap (alpha / beta) is 10.070 / 6.395 eV. The calculation puts the total energy at -530.620897 Eh.